1.
# C45H34F40N2O8

6 unconnected molecules or ions with the total composition C45H34F40N2O8 (ωB97M-V/def2-TZVPD, the OMol25 dataset).

The geometry in XYZ format:
```
129
C45H34F40N2O8, DFT ωB97M-V/def2-TZVPD
O -1.249 -0.142 4.743
C -1.582 0.297 5.789
C -2.924 0.791 6.224
C -4.021 1.189 5.473
C -5.142 1.651 6.156
C -6.365 2.151 5.404
C -6.677 3.590 5.781
C -5.659 4.512 6.029
C -5.941 5.826 6.396
C -7.265 6.241 6.526
C -8.278 5.334 6.252
C -7.997 4.021 5.882
C -5.170 1.663 7.556
C -4.068 1.252 8.302
O -4.080 1.259 9.674
C -2.941 0.837 7.599
C -1.592 0.385 8.092
O -1.279 0.058 9.183
N -0.743 0.381 6.945
C 0.310 1.376 6.887
C -0.060 2.707 6.876
C 0.921 3.674 6.779
C 2.226 3.225 6.691
C 2.470 1.869 6.738
N 1.549 0.904 6.843
H -3.994 1.156 4.393
H -6.090 2.134 4.355
H -7.219 1.512 5.597
H -4.619 4.235 5.939
H -5.124 6.500 6.599
H -7.460 7.255 6.836
H -9.307 5.656 6.329
H -8.814 3.346 5.676
H -6.056 2.014 8.063
H -3.906 2.152 9.984
H -1.101 2.977 6.942
H 0.694 4.726 6.753
H 3.047 3.914 6.584
H 3.499 1.537 6.686
F -9.829 0.309 1.783
C -8.631 -0.189 2.142
F -8.647 -0.381 3.484
C -7.494 0.777 1.804
F -7.620 1.908 2.531
F -6.352 0.157 2.220
C -7.271 1.132 0.324
O -7.801 2.357 -0.149
C -9.089 2.461 -0.611
F -9.677 1.258 -0.742
F -9.025 3.006 -1.844
C -9.924 3.414 0.248
F -9.962 2.995 1.528
F -11.188 3.440 -0.227
H -8.477 -1.154 1.653
H -6.195 1.266 0.234
H -7.526 0.299 -0.332
H -9.500 4.420 0.214
F 3.416 -3.163 2.831
C 3.349 -1.820 2.815
F 3.611 -1.410 1.544
C 4.376 -1.183 3.751
F 5.627 -1.456 3.324
F 4.195 0.166 3.623
C 4.256 -1.487 5.252
O 5.102 -2.481 5.802
C 4.763 -3.811 5.791
F 3.492 -4.005 5.398
F 4.858 -4.255 7.063
C 5.747 -4.642 4.963
F 5.791 -4.205 3.690
F 5.337 -5.930 4.956
H 2.335 -1.507 3.078
H 4.582 -0.573 5.746
H 3.216 -1.626 5.551
H 6.748 -4.581 5.397
F 3.378 2.051 -1.802
C 4.128 1.109 -1.195
F 5.410 1.541 -1.186
C 4.066 -0.226 -1.939
F 4.616 -0.109 -3.170
F 4.851 -1.077 -1.227
C 2.700 -0.920 -2.056
O 1.985 -0.774 -3.277
C 1.145 0.287 -3.511
F 0.934 1.016 -2.403
F -0.049 -0.232 -3.879
C 1.627 1.151 -4.681
F 2.860 1.633 -4.442
F 0.782 2.194 -4.829
H 3.793 0.986 -0.161
H 2.928 -1.983 -2.024
H 2.068 -0.729 -1.189
H 1.646 0.563 -5.602
F 5.167 -4.451 -4.933
C 4.423 -4.128 -3.858
F 4.816 -4.911 -2.828
C 2.934 -4.371 -4.117
F 2.698 -5.686 -4.304
F 2.295 -4.002 -2.968
C 2.263 -3.557 -5.236
O 2.084 -4.181 -6.498
C 3.060 -4.155 -7.455
F 4.063 -3.320 -7.129
F 2.493 -3.656 -8.584
C 3.571 -5.555 -7.804
F 4.075 -6.163 -6.716
F 4.558 -5.437 -8.724
H 4.605 -3.082 -3.592
H 1.246 -3.392 -4.884
H 2.708 -2.566 -5.334
H 2.761 -6.162 -8.212
F 3.379 -0.574 -10.974
C 3.824 -0.911 -9.746
F 3.166 -0.137 -8.844
C 5.327 -0.670 -9.601
F 5.600 0.649 -9.707
F 5.633 -1.043 -8.326
C 6.268 -1.469 -10.516
O 6.770 -0.828 -11.677
C 6.080 -0.832 -12.862
F 5.021 -1.662 -12.830
F 6.922 -1.301 -13.810
C 5.682 0.582 -13.292
F 4.912 1.169 -12.356
F 4.971 0.508 -14.440
H 3.576 -1.953 -9.549
H 7.158 -1.639 -9.912
H 5.866 -2.457 -10.743
H 6.574 1.191 -13.455
```

Computed properties:
E ... -175276.6492 eV
Total charge ... 0
Lowest unoccupied orbital energy ... -0.44 eV
Frontier orbital gap ... 8.97 eV
F_max ... 1.62 eV/A

=====

2.
# C45H34N11O4PS4Tc

A molecular structure, C45H34N11O4PS4Tc (ωB97M-V/def2-TZVPD, the OMol25 dataset).

The geometry in XYZ format:
```
100
C45H34N11O4PS4Tc, DFT ωB97M-V/def2-TZVPD
Tc 1.672 1.501 0.526
C 1.677 -3.176 -4.168
C 0.730 -3.599 -3.218
C 0.450 -2.841 -2.101
C 1.147 -1.641 -1.942
C 1.109 -0.567 -1.004
N 0.292 -0.089 -0.061
C -0.198 1.989 -2.010
C -1.381 2.854 -2.192
C -2.220 3.048 -3.276
C -3.253 3.966 -3.133
C -3.439 4.653 -1.935
C -2.599 4.443 -0.846
C -1.559 3.552 -1.000
C -0.571 2.968 -0.008
N -1.493 2.135 0.811
C -1.773 0.935 0.549
N -1.016 0.077 -0.328
C -1.889 -0.406 -1.301
N -1.776 -0.442 -2.628
C -0.864 0.132 -3.374
N 0.170 0.992 -2.932
C 1.235 1.050 -3.888
N 2.507 1.110 -3.582
C 2.513 0.145 -2.508
N 2.051 0.387 -1.286
C 2.086 -1.205 -2.899
C 2.349 -1.977 -4.027
C 0.595 0.604 -5.133
C 1.102 0.528 -6.423
C 0.363 -0.141 -7.382
C -0.843 -0.772 -7.045
C -1.331 -0.742 -5.754
C -0.619 -0.029 -4.790
C -3.190 -0.451 -0.600
C -4.402 -0.987 -1.000
C -5.504 -0.810 -0.171
C -5.412 -0.074 1.007
C -4.210 0.515 1.382
C -3.107 0.295 0.585
N 0.339 2.200 -0.870
H 1.872 -3.800 -5.032
H 0.202 -4.532 -3.376
H -0.305 -3.147 -1.389
H -2.078 2.505 -4.202
H -3.926 4.145 -3.961
H -4.259 5.354 -1.849
H -2.752 4.955 0.095
H 3.053 -1.636 -4.776
H 2.056 0.982 -6.660
H 0.727 -0.195 -8.400
H -1.394 -1.302 -7.812
H -2.249 -1.247 -5.481
H -4.477 -1.536 -1.929
H -6.455 -1.245 -0.452
H -6.289 0.052 1.629
H -4.125 1.116 2.277
C 3.543 5.709 4.533
C 2.166 5.187 4.181
O 1.980 3.928 4.813
P 1.223 2.679 4.022
S 0.684 3.787 0.969
S 2.729 2.138 2.621
O 1.592 1.579 5.167
C 0.545 0.985 5.943
C -0.362 2.000 6.615
H 3.720 6.673 4.050
H 4.300 5.001 4.194
H 3.644 5.833 5.612
H 2.068 5.101 3.098
H 1.387 5.874 4.529
H 1.063 0.390 6.695
H -0.030 0.299 5.318
H 0.223 2.728 7.179
H -1.038 1.483 7.299
H -0.966 2.537 5.882
N 0.046 -7.254 0.902
C 0.161 -6.011 1.535
C 0.158 -4.836 0.786
C 0.238 -3.604 1.413
C 0.337 -3.531 2.793
C 0.339 -4.697 3.547
C 0.244 -5.928 2.925
S 0.416 -1.972 3.650
O -0.942 -1.574 3.921
O 1.280 -2.209 4.788
N 1.020 -0.936 2.609
C 2.250 -1.065 2.136
S 3.450 -2.265 2.590
C 4.568 -1.600 1.448
C 4.024 -0.535 0.836
N 2.735 -0.232 1.208
H 0.352 -7.266 -0.057
H 0.414 -8.029 1.428
H 0.106 -4.897 -0.295
H 0.255 -2.688 0.834
H 0.440 -4.626 4.622
H 0.243 -6.838 3.515
H 5.557 -2.004 1.320
H 4.505 0.089 0.098
```

Computed properties:
E ... -126624.0517 eV
Total charge ... -1
Lowest unoccupied orbital energy (spin up / spin down) ... 0.77 / 1.10 eV
Frontier orbital gap (spin up / spin down) ... 4.97 / 5.46 eV
F_max ... 0.99 eV/A

=====

3.
# C45H35BrN3O2P2RuS3

A molecular structure, C45H35BrN3O2P2RuS3 (ωB97M-V/def2-TZVPD, the OMol25 dataset).

The geometry in XYZ format:
```
92
C45H35BrN3O2P2RuS3, DFT ωB97M-V/def2-TZVPD
Ru 0.841 0.771 0.057
C 0.133 -1.738 2.599
P 0.887 -0.047 2.495
C 2.339 -0.150 3.565
C 2.551 0.754 4.599
C 3.730 0.712 5.327
C 4.702 -0.227 5.026
C 4.500 -1.126 3.987
C 3.327 -1.083 3.255
C -0.300 1.034 3.349
C -1.206 0.612 4.319
C -2.100 1.510 4.879
C -2.088 2.841 4.484
C -1.180 3.274 3.530
C -0.290 2.375 2.960
C -0.881 -1.822 1.525
C -2.203 -2.397 1.546
C -2.749 -2.141 0.320
C -1.747 -1.421 -0.420
C -1.762 -0.860 -1.789
P -0.919 0.801 -1.724
C -0.501 1.045 -3.466
C 0.830 1.297 -3.779
C 1.221 1.434 -5.102
C 0.286 1.318 -6.117
C -1.043 1.049 -5.813
C -1.433 0.902 -4.493
C -2.292 1.890 -1.239
C -3.012 2.701 -2.112
C -4.021 3.522 -1.631
C -4.330 3.524 -0.278
C -3.622 2.713 0.597
C -2.602 1.908 0.119
N -0.642 -1.254 0.329
H -0.269 -1.998 3.579
H 0.951 -2.435 2.385
H 1.806 1.505 4.830
H 3.892 1.427 6.122
H 5.625 -0.250 5.589
H 5.264 -1.848 3.735
H 3.202 -1.761 2.419
H -1.221 -0.419 4.649
H -2.803 1.171 5.628
H -2.786 3.541 4.923
H -1.162 4.308 3.214
H 0.416 2.726 2.211
H -2.644 -2.913 2.382
H -3.727 -2.405 -0.047
H -2.763 -0.810 -2.218
H -1.134 -1.484 -2.436
H 1.557 1.425 -2.984
H 2.256 1.650 -5.333
H 0.589 1.436 -7.149
H -1.774 0.956 -6.605
H -2.472 0.692 -4.269
H -2.768 2.736 -3.165
H -4.549 4.172 -2.316
H -5.112 4.173 0.096
H -3.841 2.724 1.656
H -2.027 1.315 0.827
Br 2.966 -0.812 -0.966
C 3.914 0.719 -1.625
C 4.278 0.682 -2.961
C 4.965 1.760 -3.496
C 5.291 2.840 -2.687
C 4.933 2.840 -1.353
C 4.215 1.784 -0.788
C 3.834 1.919 0.679
O 4.660 2.390 1.441
O 2.651 1.545 1.004
H 4.031 -0.178 -3.568
H 5.252 1.750 -4.538
H 5.828 3.682 -3.101
H 5.187 3.665 -0.703
S -2.589 5.855 -4.121
C -1.604 5.491 -2.825
S -0.363 4.298 -3.016
C -0.012 4.356 -1.325
N -0.699 5.254 -0.697
N -1.583 5.900 -1.537
C -2.380 6.902 -0.903
C -3.144 7.804 -1.635
C -3.893 8.763 -0.968
C -3.891 8.836 0.415
C -3.119 7.935 1.134
C -2.365 6.972 0.488
S 1.151 3.348 -0.499
H -3.156 7.760 -2.710
H -4.481 9.458 -1.551
H -4.476 9.587 0.926
H -3.098 7.978 2.215
H -1.761 6.281 1.051
```

Computed properties:
Energy relative to the best compared isomer or geometry (same formula, charge and spin) ... 35.29 kcal per mole
Multiplicity ... 6
E ... -179505.1779 eV
Expectation value of S² ... 8.775
Total charge ... 0
Lowest unoccupied orbital energy (spin up / spin down) ... 0.23 / -2.58 eV
Frontier orbital gap (spin up / spin down) ... 7.05 / 4.80 eV
F_max ... 0.77 eV/A

=====

4.
# C45H35ClIN3O7PRb

A molecular structure, C45H35ClIN3O7PRb (ωB97M-V/def2-TZVPD, the OMol25 dataset).

The geometry in XYZ format:
```
94
C45H35ClIN3O7PRb, DFT ωB97M-V/def2-TZVPD
Rb 0.034 -0.212 0.054
O -1.769 -3.831 -1.378
C -2.777 -3.035 -0.787
C -3.765 -2.475 -1.818
N -3.372 -1.314 -2.574
C -2.201 -1.349 -3.417
C -0.881 -0.928 -2.733
O -0.602 0.291 -2.716
O -0.178 -1.848 -2.218
C -3.968 -0.046 -2.248
C -3.681 0.626 -0.884
O -4.526 1.493 -0.545
O -2.658 0.287 -0.245
H -1.085 -3.208 -1.721
H -2.361 -2.195 -0.221
H -3.327 -3.679 -0.091
H -4.692 -2.212 -1.297
H -3.996 -3.308 -2.504
H -2.358 -0.669 -4.263
H -2.080 -2.369 -3.796
H -5.062 -0.101 -2.329
H -3.628 0.686 -2.988
Cl 0.465 -7.562 3.724
C 0.659 -5.947 3.044
C 1.784 -5.658 2.256
C 1.948 -4.403 1.745
C 1.018 -3.317 1.983
O 1.252 -2.150 1.590
C -0.163 -3.689 2.734
C -1.288 -2.803 2.958
N -1.476 -1.661 2.419
C -2.689 -1.003 2.581
C -3.895 -1.663 2.540
C -5.119 -0.961 2.576
C -5.138 0.398 2.638
C -3.918 1.116 2.662
C -3.882 2.526 2.641
C -2.682 3.170 2.613
C -1.508 2.388 2.599
N -1.491 1.084 2.616
C -2.687 0.431 2.639
C -0.288 -4.983 3.264
H 2.512 -6.436 2.059
H 2.809 -4.154 1.135
H -2.048 -3.203 3.651
H -3.894 -2.736 2.398
H -6.048 -1.515 2.508
H -6.070 0.949 2.605
H -4.816 3.075 2.612
H -2.617 4.249 2.561
H -0.541 2.888 2.561
H -1.172 -5.224 3.845
I 2.316 3.253 1.360
C 4.025 3.737 0.241
C 5.189 3.691 0.960
C 6.385 4.217 0.436
C 6.361 4.845 -0.769
C 5.176 4.897 -1.542
C 5.193 5.596 -2.774
C 4.083 5.643 -3.555
C 2.943 4.905 -3.181
C 2.871 4.188 -2.012
P 1.522 2.911 -1.853
C 0.061 3.915 -1.407
C -1.123 3.189 -1.247
C -2.290 3.824 -0.841
C -2.271 5.193 -0.596
C -1.100 5.921 -0.747
C 0.067 5.281 -1.150
C 1.196 2.574 -3.629
C 0.162 3.136 -4.367
C -0.039 2.764 -5.690
C 0.791 1.830 -6.287
C 1.820 1.254 -5.553
C 2.011 1.616 -4.231
C 3.982 4.256 -1.097
H 5.175 3.280 1.960
H 7.298 4.161 1.014
H 7.255 5.315 -1.164
H 6.109 6.090 -3.077
H 4.089 6.191 -4.489
H 2.112 4.857 -3.872
H -1.152 2.124 -1.462
H -3.189 3.223 -0.710
H -3.179 5.692 -0.275
H -1.088 6.986 -0.546
H 0.985 5.847 -1.244
H -0.508 3.850 -3.903
H -0.863 3.195 -6.247
H 0.620 1.527 -7.314
H 2.449 0.495 -6.001
H 2.777 1.125 -3.642
O 2.965 -0.177 0.171
C 3.533 -1.099 0.483
```

Computed properties:
Energy relative to the best compared isomer or geometry (same formula, charge and spin) ... 0.00 kcal per mole
E ... -96607.3044 eV
Total charge ... -2
Lowest unoccupied orbital energy ... 3.44 eV
Frontier orbital gap ... 5.33 eV
F_max ... 0.43 eV/A